This record from the OMol25 dataset describes a cluster of 10 separate species, C40H80O22S8 in total. The level of theory is ωB97M-V with the def2-TZVPD basis set.

Structure (XYZ):
```
150
Properties=species:S:1:pos:R:3:forces:R:3:lowdin_charge:R:1
S -6.523571 -16.390850 9.707117 0.62 -2.09 1.73 0.703
S 1.797917 -15.619682 10.043313 -0.12 0.39 -0.38 0.767
S -0.285033 -9.261748 9.269991 1.11 0.35 -1.41 0.708
S -0.329866 -11.776060 15.049375 -2.32 -1.32 -1.02 0.661
S -4.091460 -18.923897 19.143928 0.26 1.16 1.02 0.695
S -9.955404 -20.482454 14.200262 -0.79 0.82 0.48 0.712
S -6.636465 -9.571928 14.349764 -0.24 1.81 -0.87 0.715
S -10.524495 -13.331813 14.477400 0.87 -0.53 -2.84 0.682
O -10.692392 -12.223162 15.362321 -0.20 0.18 0.72 -0.317
O 0.979492 -8.730493 8.732630 -1.74 -0.62 0.82 -0.327
O -9.822266 -21.391187 15.353677 -0.14 1.01 -1.59 -0.359
O -3.268977 -19.739755 20.025481 -0.45 0.63 -0.77 -0.336
O -7.177647 -16.641249 11.015029 0.66 0.80 -1.56 -0.388
O -7.744153 -9.863610 13.443151 1.05 -0.15 0.58 -0.343
O -0.383645 -10.673972 9.570617 0.20 0.15 0.18 -0.344
O -0.970103 -10.947993 14.053776 -0.18 0.29 0.04 -0.343
O -4.555582 -13.288147 13.476468 1.94 1.72 -1.54 -0.001
O -10.934088 -20.763918 13.136629 1.27 0.28 1.33 -0.361
O -3.362254 -11.906634 12.335379 -0.61 -0.05 1.07 -0.018
O -3.942530 -15.698043 6.718538 -0.91 1.66 -0.91 0.091
O 2.203534 -15.708006 8.615062 -0.12 -0.12 2.70 -0.365
O -10.658838 -14.720041 14.833140 -0.74 -0.30 1.06 -0.356
O -3.924337 -13.531950 6.064663 0.73 3.37 1.08 0.061
O 1.085206 -11.747726 15.116576 1.44 0.01 0.59 -0.306
O 2.267543 -16.519485 11.137633 -0.56 1.53 -2.40 -0.366
O -5.021848 -19.568414 18.241328 0.56 0.45 0.08 -0.329
O -5.191853 -14.777110 5.039409 -1.02 0.54 -1.33 0.023
O -6.851602 -15.252441 8.892218 -0.40 0.08 -0.03 -0.335
O -6.429283 -10.368834 15.530124 0.01 0.02 -0.09 -0.330
O -4.548032 -13.424575 11.136948 0.56 0.64 2.22 0.106
C -5.977173 -15.896216 4.736700 0.08 -2.14 0.96 -0.045
C -3.152811 -13.026031 7.181591 2.24 -1.28 -0.55 -0.119
C -4.675823 -16.442807 9.900094 -0.89 -1.05 0.42 -0.193
C -1.652489 -8.858434 8.134509 -0.13 -0.91 0.72 -0.232
C -2.085660 -7.527636 10.172219 -0.47 0.65 -1.40 -0.199
C -10.133736 -18.737919 14.893278 1.45 -0.02 -0.89 -0.170
C -4.983695 -7.854078 13.076802 -1.02 -0.72 -2.14 -0.223
C -8.896471 -17.906832 14.274823 -0.37 -1.81 0.98 -0.180
C -4.189029 -12.921480 12.203440 -1.02 -1.66 -0.74 -0.528
C -6.669231 -18.023526 8.779178 1.26 0.44 1.51 -0.176
C -2.186287 -7.512312 8.577302 0.70 0.04 0.54 -0.183
C -11.514656 -13.079975 12.896504 0.74 -1.38 1.31 -0.203
C -1.653906 -13.458857 6.944349 -0.37 0.10 -0.18 -0.047
C -8.872535 -13.315003 13.667513 -0.72 1.08 -0.73 -0.189
C -5.602976 -7.021561 14.175242 2.46 0.45 0.59 -0.257
C -1.625107 -13.789053 16.173171 1.54 -2.37 -0.58 -0.262
C -4.209193 -17.947630 9.553507 -0.41 2.94 -0.37 -0.155
C -1.170230 -11.506376 16.659666 0.80 -0.68 -0.94 -0.185
C -3.080417 -17.590128 18.305967 0.63 -2.44 -0.37 -0.225
C 0.470139 -13.565615 11.210629 1.62 -0.09 0.24 -0.226
C -4.349359 -15.727181 14.024005 -0.50 1.06 0.29 -0.020
C -2.809135 -11.323452 11.196007 0.87 0.17 -1.23 -0.052
C -7.699431 -18.937063 14.245258 -1.92 -0.66 -0.90 -0.185
C -3.347298 -16.260800 18.929206 -0.24 0.21 -1.01 -0.238
C -4.824769 -16.290222 19.317872 -0.04 -0.23 1.14 -0.191
C -5.244983 -14.463994 13.759203 -0.78 -1.30 -0.38 -0.205
C -5.057343 -9.366903 13.433511 0.05 0.81 0.37 -0.191
C 1.931231 -13.850780 10.674220 -1.48 0.09 0.30 -0.162
C -10.516535 -12.447830 11.953988 -0.53 -0.39 -0.39 -0.223
C -6.794970 -7.702218 14.709749 -0.88 -1.64 0.14 -0.189
C -0.041226 -15.612427 10.068126 0.00 -0.68 0.80 -0.221
C -8.308341 -20.174702 13.491995 -0.15 0.01 0.44 -0.231
C -0.814300 -8.194533 10.635737 0.50 -0.70 0.04 -0.218
C -0.502840 -14.139804 10.208371 0.24 -1.46 0.09 -0.211
C -5.192936 -18.341769 8.424784 0.34 -0.24 -1.02 -0.226
C -9.184036 -13.199690 12.130199 1.18 0.25 0.57 -0.192
C -4.975732 -17.654889 20.106773 -0.62 0.86 -0.29 -0.206
C -0.940139 -13.543895 14.822723 -0.56 1.66 -0.02 -0.174
C -2.319704 -12.549301 16.641858 -0.16 0.84 0.70 -0.197
C -4.329003 -14.740266 6.033618 0.31 -3.62 0.85 -0.614
H -4.132638 -15.816654 15.088490 0.00 -0.03 0.05 0.051
H -2.721906 -12.735074 17.637763 0.22 0.23 0.22 0.114
H -0.457775 -13.673977 9.223956 0.02 0.29 0.29 0.085
H -3.386581 -15.655865 13.517966 -0.07 0.08 -0.24 0.072
H -5.006584 -15.403747 19.925485 -0.21 -0.31 0.55 0.108
H -0.925424 -12.723487 7.285906 -0.18 -0.06 0.61 0.062
H -1.330030 -9.070734 7.115172 0.19 0.63 0.02 0.113
H -4.970176 -10.056776 12.594115 -0.34 0.17 0.06 0.089
H -7.665594 -7.454429 14.102534 -0.22 -0.01 0.41 0.100
H -4.360667 -16.024427 10.855994 -0.41 -0.29 0.20 0.069
H -4.038333 -18.691157 10.332009 -1.03 0.30 0.48 0.106
H -5.936774 -14.666361 12.941543 -0.05 -0.17 -0.09 0.107
H -3.175310 -17.722409 9.291859 0.01 -0.48 -1.09 0.096
H -9.108096 -17.561664 13.262806 -0.08 -0.01 0.05 0.101
H -12.490815 -12.646304 13.113602 0.35 0.42 -0.08 0.103
H -2.686999 -15.980146 19.749772 -0.16 -0.45 0.24 0.125
H -4.858068 -16.636567 13.704132 -0.03 0.11 -0.05 0.066
H -3.221794 -7.399373 8.256254 0.09 0.17 0.09 0.113
H -5.796454 -5.980337 13.917366 -0.15 -0.13 -0.40 0.124
H -9.965240 -18.914664 15.955567 -0.11 0.21 0.00 0.086
H -2.952930 -8.099717 10.501871 0.03 -0.05 0.19 0.089
H 0.468403 -14.081612 12.170755 -0.65 -0.29 0.03 0.093
H -5.543897 -16.150713 18.510716 0.30 -0.58 -0.38 0.114
H -5.008985 -17.799946 7.497052 0.56 0.36 0.20 0.086
H -4.021421 -7.565895 12.653624 0.46 0.06 0.97 0.099
H -11.113493 -18.297417 14.708504 0.12 -0.24 -0.11 0.093
H -4.392590 -15.692181 9.162238 0.40 -0.56 -0.38 0.062
H -0.991510 -8.777471 11.539548 0.21 -0.24 -0.12 0.093
H -1.272164 -10.421653 16.692772 -0.62 -0.20 0.27 0.104
H -11.655944 -14.127058 12.628617 -0.22 -0.02 -0.14 0.092
H -9.067356 -14.134543 11.581999 -1.16 -0.63 0.47 0.105
H -3.200179 -12.255756 16.070270 0.28 0.06 -0.50 0.118
H -1.368763 -13.554253 5.896640 -0.70 0.23 -0.36 0.083
H -0.863134 -14.122369 16.877732 0.31 0.59 0.44 0.119
H -3.403050 -17.662160 17.267300 -0.06 0.24 -0.04 0.093
H 2.638334 -13.790407 11.501542 0.16 -0.22 -0.34 0.097
H -5.573708 -7.655262 12.182117 -0.56 -0.47 -0.24 0.113
H -4.533373 -17.532725 21.095453 0.27 -0.26 -0.12 0.102
H -8.661898 -17.051476 14.908413 -0.17 0.00 -0.03 0.094
H -6.922051 -7.545567 15.780918 -0.34 -0.15 -0.17 0.107
H 0.076979 -7.589988 10.803824 -0.33 0.42 -0.07 0.107
H -8.319435 -14.185807 14.019500 -0.26 -0.01 -0.24 0.077
H -2.408139 -9.614819 8.346583 0.00 -0.20 0.18 0.085
H -3.428064 -11.387411 10.301059 -0.38 -0.10 0.20 0.103
H -6.980592 -18.717281 9.560114 -0.42 0.14 -0.07 0.085
H -1.570458 -6.743655 8.110364 -0.13 0.29 0.28 0.115
H -10.841986 -12.607070 10.925976 -0.13 0.25 -0.06 0.114
H -0.490460 -16.278627 9.331603 0.40 0.60 -0.80 0.096
H -1.745102 -13.549645 14.087794 0.09 0.53 -0.28 0.077
H -3.114202 -15.551267 18.135276 -0.29 0.43 0.08 0.089
H -1.520165 -14.107626 10.598400 -0.15 -0.01 -0.21 0.106
H -5.369030 -16.760791 4.470684 0.35 0.10 -0.21 0.096
H -0.239230 -16.209829 10.958080 -0.07 0.45 0.56 0.088
H -2.154099 -14.740496 16.118287 -0.95 0.37 -0.23 0.092
H -6.712187 -15.781392 3.940037 0.37 0.95 0.08 0.098
H -4.261087 -9.601283 14.140016 -0.07 -0.17 0.13 0.103
H -8.386386 -12.397626 13.999452 0.07 0.00 0.02 0.069
H -3.202923 -11.937872 7.220165 -0.46 -0.17 -0.48 0.110
H -8.456568 -19.991550 12.427776 0.04 0.01 0.05 0.095
H -7.445609 -19.298279 15.241848 0.30 0.43 0.06 0.110
H -4.801457 -6.950959 14.910553 -0.19 0.04 0.63 0.117
H -6.497069 -16.239293 5.631191 -0.25 0.24 0.13 0.088
H -2.163178 -6.525766 10.594536 -0.11 0.01 -0.14 0.115
H -5.836942 -14.120197 14.607433 -0.05 -0.75 0.26 0.124
H -2.610320 -10.275634 11.421058 0.04 -0.17 0.15 0.076
H -8.361082 -12.734566 11.587516 0.07 0.96 0.46 0.106
H -3.520010 -13.431383 8.124431 -0.15 -0.07 -0.11 0.113
H -4.976059 -19.371502 8.140678 -0.65 -0.27 0.17 0.111
H 0.305445 -12.517593 11.460856 0.21 0.13 -0.37 0.100
H -0.408025 -11.852631 17.357702 -0.10 0.26 0.31 0.100
H -7.415641 -17.932391 7.990080 0.38 -0.02 -0.08 0.098
H -5.991578 -18.023657 20.248814 -0.04 0.18 -0.17 0.098
H -10.535769 -11.379239 12.168101 0.78 0.07 -0.15 0.117
H -1.874628 -11.829119 10.952903 0.00 0.24 0.11 0.066
H 2.109049 -13.091451 9.912715 0.48 -0.57 -0.35 0.101
H -6.858447 -18.538811 13.677609 0.10 -0.10 0.26 0.092
H -7.843042 -21.144708 13.667139 0.48 0.20 -0.16 0.095
H -2.056861 -17.961143 18.358579 0.06 0.14 0.01 0.102
H -1.444095 -14.461760 7.316189 -0.08 0.19 0.43 0.066
H -0.134711 -14.138588 14.391761 0.11 -0.18 0.84 0.094
```
Forces are in eV/Å.

Summary:
* SMILES: O=S1(=O)CCCC1.O=S1(=O)CCCC1.O=S1(=O)CCCC1.O=S1(=O)CCCC1.O=S1(=O)CCCC1.O=S1(=O)CCCC1.O=S1(=O)CCCC1.O=S1(=O)CCCC1.CCOC(=O)OC.CCOC(=O)OC
* largest force on an atom: 3.735 eV/Å
* highest occupied orbital energy: -0.36069 Eh
* spin multiplicity: 1
* calculated total energy: -174497.9724 eV
* energy relative to the best compared isomer or geometry (same formula, charge and spin): 0.00 kJ/mol